[1]
This record from OMol25 describes a structure of composition C24H33GeN2O2S4SbW. The level of theory is ωB97M-V with the def2-TZVPD basis set.

Relative energy (zero: lowest compared OMol25 entry of this formula, charge and spin) (eV): 0.000
Highest occupied orbital energy (alpha / beta) (eV): -7.3 / -7.4
Spin multiplicity: 3
Gap between HOMO and LUMO (alpha / beta) (eV): 6.214 / 5.402
Expectation value of S²: 2.02
Total charge: 0

Positions of all 68 atoms, in Å:
1 W 0.00950 -0.10967 0.62219
2 O 1.81968 -0.95389 0.60269
3 C 2.49095 -1.73506 -0.22118
4 C 3.33880 -2.72690 0.28194
5 C 4.06463 -3.51619 -0.58303
6 C 3.99341 -3.32927 -1.96824
7 C 3.18535 -2.33911 -2.46987
8 C 2.41417 -1.54225 -1.60848
9 C 1.57335 -0.52441 -2.14194
10 N 0.66295 0.12671 -1.50079
11 C -0.02973 1.16931 -2.26269
12 C -0.09439 2.37733 -1.35903
13 N -0.72572 1.89380 -0.13930
14 C -1.55653 2.66725 0.46141
15 C -2.29284 2.30436 1.63662
16 C -2.90903 3.27103 2.43832
17 C -3.59450 2.89514 3.57156
18 C -3.69103 1.54113 3.89795
19 C -3.12131 0.56688 3.10085
20 C -2.41354 0.94320 1.96117
21 O -1.89022 0.03733 1.13695
22 H 3.39903 -2.86491 1.35343
23 H 4.70379 -4.29246 -0.18147
24 H 4.57385 -3.95550 -2.63129
25 H 3.11814 -2.17071 -3.53877
26 H 1.71472 -0.28211 -3.19561
27 H -1.04313 0.83272 -2.49101
28 H 0.49209 1.39009 -3.19497
29 H -0.66458 3.19199 -1.80865
30 H 0.91481 2.72589 -1.12375
31 H -1.72257 3.66407 0.05035
32 H -2.82304 4.31707 2.16736
33 H -4.05361 3.64060 4.20589
34 H -4.22412 1.24609 4.79273
35 H -3.19295 -0.48410 3.34399
36 S 2.67347 0.99223 2.93243
37 Sb 2.00751 -1.26287 3.66531
38 S 1.13299 1.71092 1.83391
39 S -0.14760 -1.42939 2.66301
40 S 1.15139 -0.92649 5.85120
41 C -1.63010 -3.38990 -4.11388
42 C -3.06682 -2.97747 -3.81417
43 C -3.37087 -2.78983 -2.32804
44 C -2.55136 -1.67338 -1.65715
45 Ge -0.96570 -2.26955 -0.60494
46 C -1.58344 -3.83938 0.44469
47 C -1.06693 -5.18268 -0.08044
48 C 0.44754 -5.36696 0.04856
49 C 0.96124 -5.23771 1.47905
50 H -1.48669 -3.56195 -5.18200
51 H -1.36933 -4.30911 -3.58429
52 H -0.92064 -2.62401 -3.79665
53 H -3.74897 -3.73015 -4.21918
54 H -3.29270 -2.04361 -4.34049
55 H -3.21344 -3.74339 -1.81170
56 H -4.43763 -2.57009 -2.22904
57 H -3.16598 -1.11887 -0.94422
58 H -2.23982 -0.95008 -2.41799
59 H 0.05279 -2.81815 -1.63377
60 H -2.67618 -3.82046 0.42576
61 H -1.29337 -3.70622 1.48672
62 H -1.34802 -5.30232 -1.13277
63 H -1.55872 -5.99717 0.46422
64 H 0.96131 -4.63992 -0.58732
65 H 0.71050 -6.35504 -0.34070
66 H 0.82892 -4.22287 1.86231
67 H 2.02460 -5.47848 1.53099
68 H 0.42971 -5.91829 2.14934

---

[2]
This record from OMol25 describes a structure of composition C24H34BF4GeN5Rb in a non-equilibrium geometry. The level of theory is ωB97M-V with the def2-TZVPD basis set.

Relative energy (zero: lowest compared OMol25 entry of this formula, charge and spin) (eV): 0.023
Highest occupied orbital energy (eV): -10.9
Gap between HOMO and LUMO (eV): 8.818
Total charge: +1

Positions of all 70 atoms, in Å:
1 Rb -1.07771 1.16623 -0.19951
2 C -2.46280 -1.79139 2.26156
3 N -2.49196 -1.40460 0.86542
4 C -3.66296 -1.89461 0.15918
5 C -3.57749 -1.51194 -1.28632
6 N -2.69342 -0.69664 -1.79119
7 C -2.97073 -0.65655 -3.15868
8 C -2.33735 0.04492 -4.18251
9 C -2.83765 -0.09783 -5.46137
10 C -3.94322 -0.91948 -5.72872
11 C -4.57889 -1.62486 -4.72566
12 C -4.06723 -1.47474 -3.44247
13 N -4.43046 -2.01642 -2.21980
14 C -1.27734 -1.19050 2.95197
15 N -0.59244 -0.15926 2.53904
16 C 0.36656 0.05922 3.52526
17 C 1.33942 1.05152 3.62473
18 C 2.15377 1.04827 4.74114
19 C 2.01853 0.07431 5.74206
20 C 1.05586 -0.91343 5.66101
21 C 0.23424 -0.89216 4.54079
22 N -0.82668 -1.68458 4.14019
23 H -2.45173 -2.88098 2.41313
24 H -3.37183 -1.41892 2.74372
25 H -1.65769 -1.74497 0.39776
26 H -4.55473 -1.44764 0.60815
27 H -3.78593 -2.98570 0.23019
28 H -1.47758 0.66902 -3.97893
29 H -2.36828 0.43182 -6.27980
30 H -4.30434 -1.00322 -6.74487
31 H -5.43240 -2.25673 -4.93393
32 H -5.17352 -2.67153 -2.05100
33 H 1.43282 1.81663 2.86231
34 H 2.90177 1.82119 4.85937
35 H 2.67432 0.10548 6.60173
36 H 0.94250 -1.65432 6.44147
37 H -1.20438 -2.47641 4.63100
38 F 2.26707 0.71903 -0.80931
39 B 1.41704 1.45063 -1.96168
40 F 0.43700 0.53010 -2.22900
41 F 2.30210 1.69665 -2.94554
42 F 0.92035 2.56109 -1.30035
43 C 8.33911 3.98418 -0.80924
44 C 7.14645 3.28043 -1.44465
45 C 6.14806 2.78652 -0.40324
46 C 4.94748 2.08311 -1.04930
47 Ge 3.66904 1.47690 0.25906
48 C 4.04625 -0.09570 1.31943
49 C 5.39524 0.00494 2.03591
50 C 5.50984 1.24554 2.91482
51 C 6.86315 1.35585 3.60418
52 H 9.04476 4.32860 -1.56465
53 H 8.87522 3.31415 -0.13380
54 H 8.01893 4.85368 -0.23143
55 H 7.48835 2.43030 -2.04165
56 H 6.63610 3.95839 -2.13457
57 H 5.80767 3.64014 0.19382
58 H 6.66358 2.11141 0.28964
59 H 5.26538 1.21660 -1.63236
60 H 4.42951 2.75582 -1.73335
61 H 2.84923 2.58040 0.93047
62 H 4.02230 -0.94818 0.63792
63 H 3.22856 -0.21915 2.03321
64 H 6.20960 -0.00050 1.30447
65 H 5.53333 -0.88750 2.65225
66 H 4.70765 1.22841 3.65692
67 H 5.34489 2.14970 2.30581
68 H 7.05096 0.47976 4.22760
69 H 6.91776 2.23833 4.24156
70 H 7.66968 1.42093 2.87154

---

[3]
This record from OMol25 describes a structure of composition C24H34BrIN7O6PS2V in a non-equilibrium geometry. The level of theory is ωB97M-V with the def2-TZVPD basis set.

Relative energy (zero: lowest compared OMol25 entry of this formula, charge and spin) (eV): 2.342
Highest occupied orbital energy (alpha / beta) (eV): -13.5 / -13.5
Spin multiplicity: 2
Gap between HOMO and LUMO (alpha / beta) (eV): 6.493 / 7.043
Expectation value of S²: 0.76
Total charge: +2

Positions of all 77 atoms, in Å:
1 V -0.25253 -0.91885 0.78133
2 C -3.54907 -5.48328 1.64123
3 C -2.99527 -4.15998 1.18865
4 C -3.80477 -3.20326 0.54887
5 C -3.32124 -1.96486 0.16530
6 C -1.98542 -1.74759 0.44757
7 Br -1.75749 0.57526 -2.28170
8 N -1.21279 -2.64815 1.01041
9 C -1.66578 -3.84607 1.40692
10 H -4.61423 -5.55638 1.43358
11 H -3.40375 -5.61413 2.71447
12 H -3.04700 -6.31110 1.13877
13 H -4.84674 -3.44357 0.36988
14 H -3.95053 -1.22391 -0.30501
15 H -0.97776 -4.52531 1.89318
16 O -2.56274 -0.72290 3.35820
17 C -1.39744 -0.59396 3.51161
18 O -0.57729 -0.52930 2.36651
19 C -0.68330 -0.50935 4.79717
20 C 0.68123 -0.23385 4.85731
21 C 1.32120 -0.18025 6.08236
22 C 0.57089 -0.40703 7.21850
23 C -0.78299 -0.67228 7.18834
24 C -1.41744 -0.72385 5.96005
25 N 1.25951 -0.37342 8.53662
26 O 0.59509 -0.64268 9.50902
27 O 2.44194 -0.11501 8.53013
28 H 1.23916 -0.04094 3.95091
29 H 2.37674 0.03225 6.17216
30 H -1.31803 -0.83306 8.11318
31 H -2.47706 -0.93091 5.89225
32 C 0.85889 2.27757 -6.75394
33 O 0.74641 2.16386 -5.31114
34 C -0.17764 1.36516 -4.81929
35 S -1.22377 0.41751 -5.59863
36 S -0.01708 1.61409 -3.04865
37 H 1.60380 3.04651 -6.91835
38 H -0.10105 2.56366 -7.17310
39 H 1.17549 1.32570 -7.17257
40 C 2.51257 -4.72586 -0.59790
41 N 1.44889 -3.70125 -0.67599
42 C 0.28395 -4.17651 -1.45216
43 P 1.90030 -2.15939 -0.97911
44 O 0.62945 -1.27668 -0.75299
45 N 3.08689 -1.80710 0.09989
46 C 2.80835 -2.13462 1.50392
47 C 3.69128 -0.46043 -0.03530
48 N 2.51206 -1.81665 -2.43150
49 C 3.84343 -2.32803 -2.80755
50 C 1.59119 -1.67366 -3.57578
51 H 2.18711 -5.52215 0.07080
52 H 3.43552 -4.30263 -0.21009
53 H 2.71169 -5.16184 -1.57967
54 H -0.19623 -4.99015 -0.91067
55 H 0.59035 -4.55183 -2.43090
56 H -0.44445 -3.38155 -1.59343
57 H 2.39108 -3.13209 1.60145
58 H 2.11759 -1.41502 1.97341
59 H 3.73721 -2.09167 2.06881
60 H 4.07177 -0.30651 -1.03945
61 H 4.52408 -0.39071 0.66139
62 H 2.97277 0.33611 0.17959
63 H 4.45388 -2.51797 -1.92867
64 H 4.34454 -1.58134 -3.42360
65 H 3.75671 -3.24996 -3.38647
66 H 0.58152 -1.44248 -3.24419
67 H 1.56815 -2.59016 -4.16888
68 H 1.93239 -0.85881 -4.21137
69 I 1.15524 4.11215 3.70417
70 C 0.34178 2.94661 2.22173
71 C -0.91338 3.03796 1.65097
72 N -1.00895 2.04720 0.75746
73 N 0.11562 1.30381 0.69409
74 C 0.93942 1.85966 1.59013
75 H -1.71001 3.74710 1.81513
76 H -1.77955 1.84008 0.13916
77 H 1.93594 1.47556 1.75356

---

[4]
This record from OMol25 describes a structure of composition C24H34FN3O5SiW in a non-equilibrium geometry. The level of theory is ωB97M-V with the def2-TZVPD basis set.

Relative energy (zero: lowest compared OMol25 entry of this formula, charge and spin) (eV): 1.392
Highest occupied orbital energy (alpha / beta) (eV): -7.5 / -8.1
Spin multiplicity: 3
Gap between HOMO and LUMO (alpha / beta) (eV): 7.254 / 7.856
Expectation value of S²: 2.01
Total charge: 0

Positions of all 69 atoms, in Å:
1 W 0.68116 -0.52813 -0.68094
2 O -1.66822 0.85067 -1.62553
3 C -2.25151 0.21752 -2.74265
4 C -2.06781 -1.27867 -2.50940
5 N -0.63741 -1.58618 -2.36348
6 C 0.03621 -1.50852 -3.68291
7 C 1.34482 -0.65424 -3.67920
8 O 1.92653 -0.51446 -4.73650
9 O 1.67167 -0.14332 -2.56432
10 C -0.48700 -2.95790 -1.86113
11 C 1.03651 -3.27507 -1.61867
12 O 1.41680 -4.41984 -1.75547
13 O 1.73708 -2.27442 -1.26552
14 H -1.48057 1.77738 -1.81892
15 H -1.75960 0.53238 -3.67154
16 H -3.32056 0.46302 -2.80962
17 H -2.51546 -1.85818 -3.33081
18 H -2.57594 -1.53309 -1.57178
19 H -0.62355 -1.08536 -4.44336
20 H 0.32505 -2.50466 -4.03588
21 H -0.88322 -3.69220 -2.57916
22 H -1.04039 -3.07216 -0.91848
23 C 2.59639 -1.15772 1.87268
24 N 2.36527 -0.20996 0.77982
25 C 3.56354 -0.21474 -0.07969
26 C 2.17798 1.13075 1.36803
27 C 1.93852 2.09535 0.24130
28 C 2.52761 3.35088 0.22360
29 C 2.37724 4.16489 -0.88605
30 C 1.66352 3.69282 -1.97536
31 C 1.07306 2.43885 -1.93590
32 C 1.15964 1.59576 -0.81873
33 H 3.47328 -0.85510 2.45758
34 H 2.77870 -2.15649 1.47412
35 H 1.73517 -1.18248 2.54320
36 H 4.45570 0.05950 0.49881
37 H 3.43552 0.49197 -0.90294
38 H 3.69225 -1.21277 -0.50504
39 H 3.05917 1.41828 1.95951
40 H 1.30552 1.09787 2.03454
41 H 3.13491 3.67875 1.05742
42 H 2.83395 5.14360 -0.91232
43 H 1.58426 4.29790 -2.86770
44 H 0.55059 2.09723 -2.82333
45 C -1.48556 2.95049 0.26186
46 Si -1.70505 1.32719 1.25296
47 C -1.30403 1.96899 3.03651
48 C -3.57787 0.89488 1.06757
49 N -0.78549 -0.16581 0.98927
50 C -1.04925 -1.14223 1.91812
51 C -1.94836 -1.06635 3.00964
52 C -2.07493 -2.07276 3.94417
53 C -1.34496 -3.25046 3.86157
54 C -0.49795 -3.41062 2.78012
55 C -0.39009 -2.38199 1.87544
56 F 0.46209 -2.56736 0.79741
57 H -2.33608 3.13596 -0.38178
58 H -1.42004 3.78501 0.94955
59 H -0.58885 2.97352 -0.33503
60 H -2.21838 2.24089 3.55685
61 H -0.68704 2.86349 2.99943
62 H -0.78987 1.24265 3.66009
63 H -4.16957 1.36352 1.85016
64 H -3.75002 -0.17537 1.12893
65 H -3.98318 1.23293 0.11908
66 H -2.57030 -0.20093 3.13073
67 H -2.76584 -1.93000 4.76386
68 H -1.44304 -4.02540 4.60284
69 H 0.07728 -4.30993 2.62236